Version w
176
Properties=species:S:1:pos:R:3 method="wB97M-V/def2-TZVPD" homo_ev=-8.98 charge=0 orbital_gap_ha=0.3469
N 1.64844 0.31238 -7.74305
C 1.56271 1.38328 -7.02905
C 2.18698 1.59749 -5.82983
C 3.02573 0.60329 -5.28430
C 3.08492 -0.57182 -5.98678
C 2.35357 -0.66214 -7.17814
H 0.80804 2.10345 -7.40083
H 1.98286 2.56251 -5.35580
H 3.57729 0.79435 -4.38582
H 3.60819 -1.48772 -5.82257
H 2.58091 -1.52069 -7.77630
N 0.50433 4.14588 -3.88466
C 1.38539 3.70246 -3.02155
C 2.78227 3.99795 -3.15313
C 3.21165 4.59553 -4.30054
C 2.25852 5.08831 -5.19386
C 0.94656 4.72236 -5.00573
H 1.01823 3.13628 -2.18576
H 3.45784 3.83395 -2.37244
H 4.21603 4.81748 -4.44360
H 2.66060 5.59283 -6.07181
H 0.27665 5.14032 -5.70354
N 2.73963 4.23764 0.02786
C 1.58539 4.59388 0.63676
C 1.29939 4.33520 1.97742
C 2.24685 3.56033 2.67921
C 3.37253 3.06708 1.99405
C 3.61675 3.46945 0.68886
H 0.89622 5.27988 0.11001
H 0.36399 4.72065 2.38797
H 2.04559 3.24548 3.65690
H 4.04567 2.34110 2.52104
H 4.43365 3.18341 0.12047
N -3.09110 -6.00802 -1.55702
C -3.74374 -7.12214 -1.28505
C -5.09828 -7.12554 -1.23205
C -5.82533 -5.91806 -1.38911
C -5.11942 -4.76146 -1.49143
C -3.75268 -4.85252 -1.64456
H -3.09939 -7.91780 -0.97198
H -5.54875 -8.02499 -0.96980
H -6.90792 -6.07131 -1.28067
H -5.64916 -3.80782 -1.46638
H -3.16208 -3.96730 -1.81024
N 3.09685 -1.23048 3.35867
C 3.82049 -1.16420 4.46601
C 3.52196 -0.35359 5.54810
C 2.40046 0.50765 5.48077
C 1.71091 0.46938 4.25043
C 2.00345 -0.45344 3.27981
H 4.71402 -1.71322 4.49142
H 4.20386 -0.22783 6.33239
H 2.21512 1.13954 6.33471
H 0.81893 1.07098 4.01310
H 1.43122 -0.52893 2.35446
N -1.09379 0.33311 1.42585
C -0.19273 1.29746 1.05879
C 0.61005 1.18687 -0.05771
C 0.46175 0.03779 -0.83397
C -0.60050 -0.86513 -0.55541
C -1.35853 -0.62399 0.54395
H 0.01839 2.12188 1.70889
H 1.37373 1.89622 -0.24532
H 1.15444 -0.16076 -1.65618
H -0.82032 -1.71392 -1.22441
H -2.18409 -1.26354 0.86737
N 4.70964 0.48133 -0.83554
C 4.88537 0.16670 0.42366
C 5.98120 0.53429 1.22097
C 7.02885 1.20210 0.59201
C 6.89485 1.53511 -0.78452
C 5.73985 1.12517 -1.42468
H 4.05268 -0.36434 0.86690
H 5.90796 0.39865 2.26388
H 7.98050 1.55981 1.10374
H 7.77702 1.98268 -1.37366
H 5.67613 1.28850 -2.52526
N -3.85979 0.33640 6.90315
C -3.59874 1.65683 6.84089
C -4.47264 2.58487 6.35319
C -5.60230 2.13142 5.65009
C -5.76225 0.75127 5.56404
C -4.85643 -0.10026 6.22913
H -2.60339 1.96141 7.18636
H -4.19868 3.63656 6.46188
H -6.28544 2.78225 5.12139
H -6.53218 0.35857 4.85093
H -5.00229 -1.18979 6.09640
N -1.53481 3.81913 5.07632
C -1.83559 3.01713 4.08035
C -2.76384 3.33875 3.09634
C -3.47044 4.50520 3.20601
C -3.15996 5.37931 4.28348
C -2.14247 5.02439 5.17075
H -1.37905 1.98862 4.06846
H -2.95399 2.52899 2.39408
H -4.32019 4.68044 2.50522
H -3.59403 6.38558 4.35340
H -1.79233 5.72840 5.94311
N -1.68252 -8.77480 3.43984
C -1.14954 -7.57712 3.68900
C -0.05593 -7.04660 2.97476
C 0.34521 -7.72789 1.82092
C -0.26773 -8.98125 1.51145
C -1.23552 -9.43017 2.37652
H -1.43058 -7.08087 4.65106
H 0.33471 -6.20645 3.44386
H 1.17268 -7.50488 1.18956
H 0.13778 -9.57582 0.66617
H -1.63943 -10.41640 2.11172
N -0.00594 -3.22874 5.42923
C -0.78579 -2.90927 4.37858
C -1.28825 -1.64430 4.29895
C -1.23302 -0.76119 5.37994
C -0.44780 -1.16903 6.50688
C 0.16248 -2.34050 6.41888
H -0.79461 -3.67346 3.58368
H -1.52684 -1.24359 3.27001
H -1.44958 0.31951 5.26932
H -0.41856 -0.56458 7.38548
H 0.78602 -2.53573 7.26527
N -2.18911 -2.04686 -4.09650
C -0.96730 -1.71235 -4.56457
C -0.61329 -0.40911 -4.91027
C -1.50093 0.60817 -4.54154
C -2.71905 0.26974 -3.88549
C -2.98333 -1.06056 -3.63103
H -0.28180 -2.52427 -4.87212
H 0.36844 -0.10848 -5.32081
H -1.25097 1.59021 -4.91618
H -3.36797 0.96703 -3.44757
H -3.80718 -1.35101 -3.04977
N -4.22075 2.96432 -1.06016
C -2.98742 2.52020 -1.23800
C -2.18338 3.02560 -2.24674
C -2.64087 4.07080 -3.07727
C -3.86359 4.60608 -2.81236
C -4.64448 4.00173 -1.82217
H -2.61930 1.62062 -0.65958
H -1.19538 2.56773 -2.26148
H -2.07946 4.47582 -3.96143
H -4.31442 5.48182 -3.35875
H -5.67816 4.35232 -1.59857
N 0.40224 -4.21329 1.20795
C -0.31719 -4.69478 0.28296
C -0.08096 -4.59915 -1.07928
C 1.15489 -4.04183 -1.40579
C 1.98710 -3.53616 -0.41173
C 1.53768 -3.63578 0.89845
H -1.21270 -5.18952 0.65904
H -0.73903 -5.10607 -1.74727
H 1.57436 -4.06712 -2.40098
H 2.94319 -3.05317 -0.60757
H 2.07870 -3.08780 1.67131
N 6.41379 1.83237 -5.47741
C 6.21008 1.32674 -6.68321
C 6.25554 2.08854 -7.86624
C 6.45605 3.44993 -7.70644
C 6.64942 3.98129 -6.48062
C 6.61665 3.13708 -5.38569
H 6.15171 0.23192 -6.70193
H 6.12584 1.68843 -8.84290
H 6.44484 4.09477 -8.53710
H 6.95903 5.04274 -6.27003
H 6.82239 3.37149 -4.35125
N -4.91703 -1.59751 -0.15046
C -4.83258 -2.33776 0.91638
C -4.40647 -1.80971 2.13374
C -4.10587 -0.44083 2.17314
C -4.37558 0.38242 1.09903
C -4.78250 -0.29536 -0.07210
H -4.97999 -3.38673 0.77488
H -4.19420 -2.45337 2.97711
H -3.71898 0.02444 3.07529
H -4.21971 1.48081 1.12588
H -4.69261 0.25434 -1.02324

=====

Version x
176
Properties=species:S:1:pos:R:3 method="wB97M-V/def2-TZVPD" homo_ev=-9.07 charge=0 orbital_gap_ha=0.3536
N 17.92099 23.56018 13.51868
C 16.89705 22.78062 13.23308
C 16.38789 21.85776 14.12395
C 16.83028 21.88675 15.45944
C 17.87513 22.72592 15.78826
C 18.37440 23.55969 14.79909
H 16.60564 22.71026 12.15974
H 15.55987 21.20280 13.88116
H 16.49058 21.14522 16.17102
H 18.28369 22.78768 16.75346
H 19.28060 24.14984 14.91936
N 20.37178 15.11253 11.64323
C 19.67050 16.07060 11.02231
C 19.04489 15.83988 9.80167
C 19.14844 14.62933 9.19740
C 19.85484 13.63653 9.80684
C 20.41407 13.88691 11.03864
H 19.57836 17.06609 11.50006
H 18.51553 16.60199 9.23062
H 18.71113 14.44970 8.24890
H 20.03047 12.64229 9.43029
H 21.01868 13.17658 11.60454
N 22.33898 16.87297 8.64698
C 22.94091 16.53215 9.81092
C 23.02111 17.33143 10.95335
C 22.44177 18.57639 10.89316
C 21.71766 18.90602 9.78742
C 21.71736 18.03064 8.66213
H 23.50831 15.59139 9.91316
H 23.47255 16.98445 11.87603
H 22.45517 19.30958 11.69501
H 21.18083 19.80205 9.75783
H 21.18910 18.25258 7.68896
N 16.61752 14.00763 17.14384
C 16.20038 13.39236 18.27278
C 16.96301 13.34668 19.43044
C 18.12220 14.07738 19.51214
C 18.57845 14.73264 18.34099
C 17.81480 14.60337 17.14025
H 15.21700 12.92212 18.23040
H 16.52362 12.82137 20.33193
H 18.58456 14.18419 20.48670
H 19.46527 15.28688 18.40301
H 18.15019 15.05474 16.22956
N 11.73655 19.29234 16.21868
C 11.46410 20.56255 16.61903
C 12.04220 21.66896 16.01277
C 12.93250 21.42921 14.99370
C 13.15284 20.11985 14.60180
C 12.59700 19.05999 15.28925
H 10.62838 20.66425 17.32273
H 11.90904 22.65707 16.35922
H 13.34611 22.29368 14.47790
H 13.90112 19.90282 13.91481
H 12.86530 18.02132 15.03262
N 21.14000 16.12027 20.49065
C 22.31498 15.73955 19.94292
C 23.03618 16.50278 19.05389
C 22.56408 17.79934 18.78188
C 21.36427 18.17628 19.32760
C 20.71334 17.30720 20.15929
H 22.65255 14.79856 20.35526
H 24.02652 16.15221 18.72794
H 23.13666 18.41735 18.12350
H 20.84842 19.11104 19.09634
H 19.77100 17.56184 20.64227
N 25.18189 15.28012 13.02787
C 24.64618 14.32108 12.18363
C 25.32349 13.69121 11.16360
C 26.64197 14.00446 10.99557
C 27.22147 14.90130 11.85089
C 26.50191 15.51608 12.85457
H 23.61113 14.17033 12.44752
H 24.76743 12.95180 10.60222
H 27.29225 13.59646 10.22990
H 28.25365 15.17626 11.76293
H 26.94790 16.29870 13.52178
N 20.91582 26.72973 15.43234
C 20.07864 27.75932 15.59786
C 19.52006 28.43723 14.56674
C 19.74418 28.00092 13.24697
C 20.44010 26.83834 13.06404
C 21.04424 26.22766 14.20260
H 20.01650 28.18398 16.61179
H 18.89839 29.27653 14.83079
H 19.21992 28.53518 12.50224
H 20.59752 26.43743 12.09026
H 21.69862 25.32584 14.07760
N 21.73140 12.91483 13.85591
C 21.64518 13.98943 14.68927
C 21.35303 13.87786 16.01766
C 21.18141 12.64120 16.59215
C 21.34061 11.52911 15.78264
C 21.56440 11.71940 14.43190
H 21.83705 14.96967 14.23484
H 21.23357 14.76542 16.64701
H 20.93652 12.43325 17.63391
H 21.32598 10.49926 16.16418
H 21.55797 10.84932 13.77314
N 21.87057 24.56444 11.09941
C 22.86755 24.32086 11.99824
C 22.84399 23.27943 12.85007
C 21.77094 22.38432 12.77965
C 20.72960 22.59594 11.89829
C 20.80326 23.72752 11.10568
H 23.66480 25.02739 11.95544
H 23.64613 23.04280 13.51102
H 21.70267 21.52492 13.43373
H 19.96467 21.86619 11.88120
H 20.06315 23.90905 10.33897
N 15.87986 19.55385 17.75149
C 16.87595 19.86135 18.59957
C 17.40501 18.85191 19.46143
C 16.93523 17.59912 19.39471
C 15.91348 17.28263 18.55028
C 15.39029 18.27098 17.79604
H 17.23193 20.88700 18.62225
H 18.17069 19.10452 20.16696
H 17.36209 16.83922 20.00278
H 15.61313 16.20047 18.45098
H 14.59548 17.98855 17.11879
N 20.08471 18.92856 13.79687
C 19.19274 19.66019 14.54346
C 18.71768 19.26889 15.76870
C 19.20456 18.11041 16.29157
C 20.14517 17.36956 15.57818
C 20.49999 17.76179 14.30292
H 18.98853 20.63272 14.15418
H 17.95430 19.78850 16.33628
H 18.91320 17.78037 17.26610
H 20.51608 16.48403 16.03508
H 21.17280 17.15447 13.73838
N 19.94476 21.44218 18.58083
C 20.71524 21.69298 17.54701
C 21.01544 22.96418 17.10562
C 20.46743 24.05630 17.78616
C 19.72340 23.80043 18.92742
C 19.45270 22.48068 19.23117
H 21.08961 20.83664 17.03519
H 21.65961 23.09059 16.24501
H 20.71885 25.07959 17.43564
H 19.33234 24.56836 19.59089
H 18.94688 22.20440 20.12048
N 17.96615 21.25222 10.13416
C 16.94266 21.87244 9.56447
C 15.68683 21.32624 9.46557
C 15.50810 20.05370 10.04291
C 16.54403 19.44901 10.73454
C 17.76983 20.10854 10.76357
H 17.18062 22.80522 9.10450
H 14.86119 21.85252 9.01940
H 14.53406 19.50804 9.90026
H 16.42027 18.44788 11.14638
H 18.64594 19.57243 11.18585
N 23.90474 20.50227 14.82303
C 23.65877 19.20957 14.60822
C 24.31536 18.23631 15.26600
C 25.28684 18.52156 16.18011
C 25.57185 19.82792 16.43410
C 24.85699 20.80495 15.73632
H 22.90984 18.99556 13.83394
H 24.01675 17.17597 15.00167
H 25.90522 17.78064 16.68064
H 26.39976 20.10068 17.08291
H 25.08458 21.85906 15.94494
N 15.01162 16.87552 14.21749
C 16.14624 17.43922 13.84660
C 17.17626 16.65626 13.29808
C 17.05402 15.27461 13.27962
C 15.91722 14.68921 13.78280
C 14.93661 15.53645 14.22162
H 16.14407 18.52507 13.93128
H 18.08424 17.11805 12.92856
H 17.87399 14.70004 12.85352
H 15.73585 13.59006 13.83540
H 14.01844 15.03748 14.53965

=====

It is version w that is the least stable of them.

=====

Version w
17
Properties=species:S:1:pos:R:3 method="wB97M-V/def2-TZVPD" smiles="O=CCCCS.O" homo_ev=-9.43 charge=0 orbital_gap_ha=0.3712
O -0.12209 -0.72421 -2.31210
C 0.19660 0.32977 -1.83401
C 1.47424 0.55498 -1.08546
C 1.23722 0.88065 0.39558
C 0.36161 -0.14764 1.10706
S 0.18453 0.16201 2.87298
H -0.39497 1.25595 -1.98565
H 2.19084 -0.22523 -1.32320
H 1.99064 1.42067 -1.52516
H 0.70435 1.82052 0.38644
H 2.18350 1.00043 0.92577
H -0.63475 -0.05731 0.71526
H 0.58447 -1.17231 0.85966
H 1.46905 -0.05351 3.18591
O -3.04675 -1.21016 -2.17870
H -2.15993 -1.38501 -1.83805
H -3.63006 -1.24855 -1.41838

=====

Version x
17
Properties=species:S:1:pos:R:3 method="wB97M-V/def2-TZVPD" smiles="CC(=O)O.CCS" homo_ev=-9.07 charge=0 orbital_gap_ha=0.3545
C -4.39208 -2.38151 0.32982
C -2.99055 -1.94398 0.02542
O -2.60513 -1.44101 -1.00637
O -2.16345 -2.18274 1.07710
H -5.04995 -2.18115 -0.53254
H -4.78328 -1.83591 1.20498
H -4.41812 -3.46228 0.54857
H -1.26655 -1.86331 0.78458
C 2.44113 2.55919 0.07934
C 3.24297 1.73263 -0.91611
S 3.91630 0.19640 -0.21096
H 1.60933 1.96362 0.49169
H 2.02307 3.45147 -0.41630
H 3.08475 2.88856 0.91233
H 2.59856 1.38857 -1.74786
H 4.07072 2.32318 -1.35376
H 4.68226 0.78826 0.73006

=====

It is version w that is the least stable of them.

=====

Version w
10
Properties=species:S:1:pos:R:3 method="wB97M-V/def2-TZVPD" homo_ev=-9.95 charge=0 orbital_gap_ha=0.3688
C -2.11285 0.21325 0.00571
C 0.96506 0.61752 0.19004
C 1.92905 -0.19764 -0.10249
C -0.98051 -0.43119 0.03625
F -0.98125 -1.76590 -0.00392
Cl 3.64670 0.15226 -0.03830
H -3.11286 -0.24525 0.11166
H -2.12369 1.32738 -0.14183
H 0.79878 1.60758 0.36473
H 1.97158 -1.27801 -0.42185

=====

Version x
10
Properties=species:S:1:pos:R:3 method="wB97M-V/def2-TZVPD" smiles="C=C(F)C(=C)Cl" homo_ev=-9.26 charge=0 orbital_gap_ha=0.3416
C -0.93021 -1.64871 -0.02980
C -0.67712 -0.31905 -0.02727
F -1.64777 0.57759 -0.25766
C 0.58695 0.34886 0.06504
C 0.85061 1.69926 0.00096
Cl 2.04794 -0.61430 -0.15718
H -1.93121 -1.96501 0.08829
H -0.15273 -2.35128 0.21011
H 1.82703 2.00970 -0.12910
H 0.02651 2.26293 0.23660

=====

It is version w that is the least stable of them.

=====

Version w
23
Properties=species:S:1:pos:R:3 method="wB97M-V/def2-TZVPD" smiles=CNc1cc(N)nc(NC)c1 homo_ev=-7.34 charge=0 orbital_gap_ha=0.3064
C 2.52845 -1.55658 -0.39247
N 1.29286 -2.09985 0.34161
C 0.18389 -1.27270 0.14256
C -1.17707 -1.68216 0.08334
C -2.18324 -0.66185 -0.05671
N -3.51183 -0.83460 -0.00482
N -1.88598 0.70377 -0.20665
C -0.60754 1.01920 -0.21889
N -0.25754 2.36651 -0.26939
C 0.97016 2.93643 0.30932
C 0.42587 0.06582 0.01691
H 3.01796 -0.70818 -0.06155
H 2.15699 -1.34302 -1.37655
H 3.26329 -2.38521 -0.17818
H 1.20345 -3.10020 0.18625
H -1.66046 -2.65152 0.07925
H -4.06984 -0.04322 0.20674
H -3.99057 -1.78348 0.10015
H -1.03304 3.03702 -0.29275
H 1.90485 2.76478 -0.28172
H 0.84740 4.07102 0.24022
H 1.14537 2.60892 1.42308
H 1.43656 0.54908 0.21023

=====

Version x
23
Properties=species:S:1:pos:R:3 method="wB97M-V/def2-TZVPD" homo_ev="-6.76 / -6.76" charge=0 orbital_gap_ha="0.2694 / 0.2695"
C 1.83520 0.97763 -2.50974
C 2.24489 -0.35894 -2.28034
C 0.90423 1.19425 -1.53290
C -0.05596 0.18704 0.20915
C -1.05899 -0.39877 2.42203
C -1.63144 -1.70016 0.33253
C -0.54906 -0.91320 1.08048
N 1.62094 -0.92196 -1.26812
N 0.80755 0.02167 -0.81671
N -0.03750 2.08234 -1.04203
N -0.70562 1.34061 -0.04966
H 2.18477 1.64502 -3.26772
H 2.96772 -0.92009 -2.83881
H 1.24201 1.02102 1.63037
H -0.28759 0.22902 2.86056
H -1.25779 -1.23196 3.08922
H -1.97274 0.18030 2.30533
H -1.29401 -1.98402 -0.65976
H -2.53963 -1.10889 0.24318
H -1.85998 -2.60365 0.88656
H 0.31562 -1.56010 1.25069
H 0.32325 2.97773 -0.71685
H -1.19588 1.84510 0.67255

=====

It is version x that is the least stable of them.